ORCA calculation (the ωB97M-V functional and the def2-TZVPD basis) on a 9-piece molecular cluster, C34H91N5O10 overall in a non-equilibrium geometry.

Maximum force, eV/Å: 2.61
Net charge: 0
SMILES: COC[C@H](C)N.COC[C@H](C)N.COC[C@H](C)N.COC[C@H](C)N.COCCNCCOC.CC(C)O.CC(C)O.CC(C)O.CC(C)O
Frontier orbital gap, eV: 8.82

The geometry in XYZ format:
```
140
Properties=species:S:1:pos:R:3:forces:R:3:mulliken_charge:R:1
H -5.72374 -10.01267 17.73348 0.058 -0.161 0.005 0.26
H -4.00594 -10.44488 17.99248 -0.014 -0.017 0.084 0.48
H -10.28533 -10.88543 10.73269 0.187 -0.075 0.012 0.31
H -7.95249 -3.56517 11.38999 0.162 -0.026 0.021 0.42
H -8.88726 -7.46425 18.62652 0.156 -0.242 0.091 -0.50
N -8.94884 -7.40749 21.73485 -0.370 0.031 0.291 -0.75
H -12.89287 -1.54444 14.82576 -0.139 -0.070 0.144 0.47
C -10.21087 -2.85976 20.59421 0.477 -0.278 -0.678 -0.38
H -7.35732 -10.01293 15.96367 -0.040 -0.151 0.103 -0.28
C -6.44515 -9.04042 22.88835 0.957 -0.088 -0.498 -0.76
O -13.27895 -8.45345 14.82027 -0.265 -0.189 -0.147 -0.21
C -7.73277 -4.96047 18.80462 -0.482 -0.063 -0.110 -0.22
C -12.80088 -6.43106 15.95793 -0.789 -0.141 -0.596 1.28
H -7.71646 -8.19651 17.43274 0.306 -0.114 0.395 0.06
H -8.19281 -7.32595 22.39716 0.024 0.154 0.001 0.14
H -4.31221 -9.74099 15.46041 -0.170 -0.659 0.438 0.35
H -5.91531 -7.68021 18.99319 -0.037 0.208 0.037 -0.75
H -1.94467 -6.05781 24.10551 -0.075 -0.083 0.200 0.38
H -8.87595 -9.24138 15.48921 0.124 0.050 0.091 -0.08
C -7.11293 -4.24506 13.30012 -0.155 0.927 -0.859 0.42
C -14.16713 -9.52630 14.60316 -0.007 -0.177 0.061 -0.82
H -7.26119 1.68275 16.38430 0.525 0.093 -0.286 0.42
C -4.69427 -9.65444 17.69728 -0.069 -0.316 -0.498 -1.10
C -11.03046 -2.51472 15.14413 -0.821 0.122 -0.281 0.71
H -11.09884 -9.73227 20.67563 0.573 -0.447 -0.148 0.49
H -12.77416 -4.62854 16.65981 -0.478 0.547 0.501 -0.11
H -2.69126 -5.96916 21.39622 -0.005 0.022 -0.027 0.34
C -10.72881 -1.47085 18.77142 0.521 -0.336 -0.146 -0.67
H -5.94732 0.40974 16.15665 0.080 0.237 -0.054 0.33
C -8.26040 -3.97551 12.35169 -0.949 -0.333 -0.156 -1.38
O -8.59342 -10.03000 11.59243 0.286 -0.303 0.039 -0.33
H -6.48017 -6.11119 17.36653 -0.210 0.624 -0.093 0.39
H -6.67293 -2.38953 18.06910 -0.057 -0.052 0.249 0.10
C -5.03411 -5.71196 22.54548 0.219 -0.964 -0.077 -0.45
H -5.97876 -2.57868 13.03885 -0.093 -0.312 -0.225 0.24
H -3.44294 -5.37719 24.82651 0.230 0.280 0.097 0.37
H -11.21529 -0.50487 18.63565 -0.148 -0.054 -0.008 0.40
H -6.76459 -5.23224 15.20295 0.003 0.340 0.122 -0.05
H -9.99382 -3.66336 19.88151 0.041 -0.470 0.612 0.07
H -15.19127 -9.19300 14.39289 0.061 0.172 0.048 0.31
C -6.14433 -3.33606 18.23849 -0.683 0.426 -0.926 -0.41
C -13.67043 -7.68594 15.93628 0.645 0.533 0.255 -1.04
C -7.57708 -4.94577 14.53568 -0.265 -0.874 0.136 -0.07
H -13.50027 -8.23957 16.86827 -0.385 -0.143 0.020 0.42
H -2.74343 -7.90494 15.41477 -0.172 -0.033 -0.095 0.34
C -12.54987 -2.57999 14.97722 0.885 1.233 0.064 -1.05
C -11.35489 -6.74689 16.20917 0.900 -0.027 0.238 -1.06
H -13.82254 -10.09306 13.74018 0.125 0.010 0.044 0.23
H -8.58496 -7.07081 20.85049 0.153 -0.198 -0.041 0.27
H -7.14169 0.38819 17.49671 0.373 -0.233 0.006 0.31
H -4.61441 -8.81930 18.38694 0.185 -0.102 0.219 0.25
H -8.98880 -3.28634 12.78763 0.217 0.113 0.156 0.17
H -6.26762 -3.86984 17.29028 0.355 -0.015 -0.010 0.09
C -8.19895 -9.75428 21.39016 -0.039 -0.184 -0.773 -0.16
H -8.55042 -10.73540 21.05453 -0.150 0.002 0.202 0.36
H -11.10118 -6.80192 17.27122 -0.333 -0.167 0.053 0.38
O -11.18137 -2.05065 19.97059 -0.028 0.764 0.725 -0.45
H -9.39662 -11.16185 13.20586 -0.110 -0.101 -0.524 0.49
O -5.40162 -8.09630 16.03353 0.205 -0.453 0.023 -0.09
H -7.62024 -9.35520 20.53946 0.022 0.166 0.120 -0.12
H -9.23980 -2.37885 20.78584 -0.239 0.445 -0.159 0.25
H -12.96863 -2.91833 15.92509 -0.564 -0.369 -0.300 0.28
N -13.32295 -5.43543 16.92400 0.755 -1.075 -0.582 -0.84
H -8.33360 -5.23944 19.67295 0.030 0.001 0.023 0.14
H -6.35721 -4.80670 12.74482 0.189 -0.138 0.328 0.40
H -14.71482 -7.37445 15.81777 -0.133 -0.170 0.241 0.46
O -6.57674 -2.96338 13.68510 0.427 0.115 0.560 -0.54
H -14.76993 -3.85355 14.37758 -0.211 0.229 0.001 0.25
H -7.43889 -8.39100 12.72601 -0.173 0.533 0.428 0.30
H -9.34922 -9.76330 9.72069 0.187 -0.105 0.055 0.26
H -12.17326 -2.39844 17.64891 -0.004 -0.428 -0.072 0.39
H -2.27314 -8.96729 16.76040 0.049 0.007 -0.265 0.42
C -6.97198 0.62871 16.44509 -1.053 0.101 0.065 -1.57
H -8.70956 -0.50713 13.59841 -0.047 -0.155 0.179 0.28
C -3.06077 -8.30760 16.37356 0.586 -0.503 0.716 -1.57
H -8.83916 -4.88918 12.17339 0.227 -0.026 -0.178 0.34
H -9.64892 -1.80837 16.35695 -0.078 0.287 -0.102 0.11
C -14.23640 -3.33371 13.57363 -0.185 0.036 -0.091 -0.74
H -8.70220 -6.84552 16.99832 -0.189 -0.317 0.058 -0.57
H -9.64732 -1.27165 18.82301 -0.016 -0.085 -0.039 0.27
C -8.96259 -10.19128 12.93760 0.104 0.779 0.557 -0.82
H -11.08418 -7.69139 15.73385 -0.021 -0.014 0.015 0.18
C -2.88520 -5.54518 23.90572 -0.188 -0.331 -0.478 -1.50
H -11.09374 -8.10019 20.53255 0.572 0.479 -0.331 0.41
C -9.69230 -9.96155 10.73442 -0.833 0.065 -0.441 -0.76
H -10.66490 -1.95494 14.28123 0.292 -0.212 -0.030 0.29
C -9.37968 -8.81186 21.63638 0.547 0.441 -0.513 0.58
H -14.20422 -10.18134 15.48182 0.013 -0.066 -0.059 0.33
C -8.07393 0.15670 14.18284 0.129 0.685 -0.278 -1.46
H -10.69085 -3.40456 17.71531 -0.020 -0.036 0.174 -0.06
C -8.20765 -10.08482 15.29037 -0.350 0.449 -0.411 -0.65
H -8.93685 0.03036 16.15924 -0.276 -0.261 -0.366 0.31
H -5.84769 -8.69858 22.03040 -0.203 0.267 0.022 0.24
H -6.85536 -8.17639 23.41799 -0.240 -0.102 -0.029 0.32
H -10.66456 -5.99811 15.80454 -0.231 0.120 -0.114 -0.25
O -12.85752 -3.33821 13.84296 0.045 -0.516 -0.076 -0.32
C -7.14439 -6.22022 18.23004 1.112 -2.215 0.828 0.25
N -10.66762 -1.75919 16.33893 0.432 -0.761 0.336 -0.28
H -3.10396 -7.49812 17.10643 -0.293 0.092 -0.147 0.28
C -10.37651 -8.92548 20.48780 -1.501 -0.422 0.819 -1.56
O -7.35131 -10.02516 22.47369 -0.317 -0.205 0.778 -0.47
C -8.15253 -7.29271 17.84219 -0.951 1.676 -0.992 0.57
H -7.20628 -1.88477 15.06527 -0.031 -0.345 -0.029 0.00
H -14.59251 -2.30464 13.43974 -0.144 -0.041 0.298 0.33
H -3.91166 -7.35105 23.50252 -0.395 -0.011 -0.139 0.19
H -5.59048 -6.16193 19.52720 0.108 -0.214 0.244 0.31
O -7.70031 -1.58062 15.84132 -0.393 0.448 -0.022 -0.05
H -8.04853 -5.89176 14.25269 0.046 -0.005 -0.092 0.29
H -5.90236 -8.38370 15.25485 -0.160 0.293 0.016 -0.09
N -6.99841 -8.74721 13.58048 -0.117 -0.796 -1.261 -0.62
H -9.70622 -9.41399 13.18168 -0.020 -0.094 0.112 0.26
H -10.39555 -9.15640 10.99611 0.216 0.039 0.191 0.30
H -7.07525 0.16510 13.73290 -0.013 -0.129 0.019 0.33
H -9.95935 -9.06096 19.49430 0.160 0.152 0.006 0.24
H -8.79386 -10.98673 15.47136 0.228 -0.142 0.110 0.58
C -7.99823 -0.18513 15.64677 0.755 -0.219 0.808 0.79
H -4.76706 -4.78825 22.03075 -0.271 0.216 0.199 0.37
H -5.09394 -3.08856 18.38170 0.050 -0.382 0.438 0.30
H -8.46568 1.17142 14.06821 -0.001 -0.045 -0.025 0.42
H -5.72570 -9.51794 23.55583 -0.194 -0.113 0.121 0.34
H -5.73146 -5.57834 23.37251 0.052 0.371 -0.026 0.40
O -6.73223 -4.08573 19.28498 0.328 0.216 -0.002 -0.38
H -5.49721 -6.37868 21.81666 -0.239 0.199 -0.023 -0.42
H -10.65147 -3.54861 15.09502 0.173 0.061 0.151 -0.48
H -7.09830 -10.88334 13.67518 0.125 0.165 -0.205 0.24
C -3.75457 -6.40309 22.98332 0.840 0.253 -0.050 0.51
H -14.45263 -3.84702 12.63731 0.350 -0.174 0.023 0.24
N -6.33780 -6.82310 19.33561 -0.041 0.490 -0.237 0.39
H -2.62523 -4.60747 23.40653 -0.210 0.152 0.184 0.36
C -4.37166 -9.08406 16.33161 -0.151 1.943 -0.511 0.79
H -8.36019 -4.37235 15.03604 0.268 0.203 0.189 -0.26
H -9.87372 -9.07766 22.57330 0.036 -0.031 0.019 0.31
O -3.00785 -6.77816 21.81173 -0.024 -0.073 0.129 -0.55
C -7.74615 -10.01277 13.83201 0.042 -0.471 0.684 0.54
H -6.12297 -9.02640 13.13184 0.158 0.001 0.444 0.26
H -12.88963 -6.06620 14.92252 0.101 0.180 0.072 0.16
H -14.30577 -5.29650 16.72025 0.051 0.463 -0.019 0.38
C -11.08313 -2.38595 17.60358 -0.474 0.855 -0.393 0.13
H -8.41537 -4.47862 18.08763 0.192 0.185 -0.026 0.03
H -10.57359 -3.19322 21.56065 -0.301 -0.300 -0.175 0.36
```
Forces are in eV/Å.